# 1
{
  "formula": "C5H11NO2S",
  "method": "wB97M-V/def2-TZVPD",
  "lumo_ev": [-0.68, -0.49],
  "energy_ev": -21779.81224,
  "gap_ev": [8.6, 7.9],
  "e_above_lowest_kcal_mol": 103.1,
  "symbols": ["C", "C", "C", "C", "C", "N", "O", "O", "S", "H", "H", "H", "H", "H", "H", "H", "H", "H", "H", "H"],
  "coordinates": [[-0.4114, 1.3544, -0.0472], [-1.8971, 1.6759, 0.0005], [2.2617, -0.2239, -0.4028], [0.8533, -2.0115, 0.2518], [0.9640, -0.4988, 0.3597], [-0.1578, 0.0525, -0.3269], [-3.3050, -0.5970, -1.1637], [-2.5290, 0.8092, 0.8872], [-2.8666, -0.7645, 0.2345], [0.0587, 1.9906, -0.8051], [-0.0958, 1.6526, 0.9744], [-2.0232, 2.7449, 0.5163], [-2.3816, 1.4856, -0.9153], [3.0398, -0.8048, 0.1976], [2.0813, -0.5436, -1.3894], [2.6581, 0.7869, -0.2551], [0.6824, -2.1099, -0.8180], [0.0907, -2.4864, 0.7996], [1.8297, -2.4741, 0.5510], [1.1478, -0.0381, 1.3506]],
  "forces_ev_per_a": [[-0.66, 2.45, 1.56], [0.27, 2.06, 1.40], [1.45, 0.40, 2.71], [1.76, 0.14, 0.03], [0.38, -0.23, 0.29], [0.38, -1.95, -0.67], [0.21, -0.23, 0.81], [-0.97, -2.68, 0.72], [0.35, 2.07, -0.08], [0.11, 0.26, 0.01], [0.60, 0.07, -0.35], [0.04, -2.10, -1.72], [-0.43, 0.86, -1.58], [-0.82, 0.28, -1.39], [0.60, -0.21, -1.37], [-0.56, 0.18, -0.71], [-0.01, -0.74, 0.00], [-1.18, -0.35, 0.67], [-0.91, 0.20, -0.38], [-0.61, -0.49, 0.03]]
}

# 2
{
  "formula": "C4H3NO",
  "method": "wB97M-V/def2-TZVPD",
  "smiles": "O=C1C=CN=C1",
  "lumo_ev": -1.58,
  "energy_ev": -7730.71749,
  "gap_ev": 8.2,
  "e_above_lowest_kcal_mol": 46.7,
  "symbols": ["C", "C", "C", "C", "H", "H", "H", "N", "O"],
  "coordinates": [[-1.0968, -0.0105, -0.1726], [-0.0392, 1.1832, -0.0285], [1.1586, 0.4062, -0.0641], [-0.1445, -1.2078, -0.2113], [-0.2788, 2.1988, -0.1656], [2.0418, 0.8983, 0.3217], [-0.5382, -2.3173, 0.1601], [1.1463, -0.9863, 0.0648], [-2.2493, -0.1646, 0.0954]],
  "forces_ev_per_a": [[2.18, 1.20, 0.87], [0.87, -5.67, -1.39], [-1.43, 5.08, 2.38], [1.96, -4.85, 2.88], [0.23, 1.00, 0.10], [0.59, 0.07, -0.88], [0.72, 2.93, -1.63], [-4.96, -0.25, -1.93], [-0.17, 0.51, -0.41]]
}

# 3
{
  "formula": "C4H6O2",
  "method": "wB97M-V/def2-TZVPD",
  "smiles": "C=C(O)C(=C)O",
  "lumo_ev": 0.71,
  "energy_ev": -8338.67186,
  "gap_ev": 9.4,
  "e_above_lowest_kcal_mol": 41.3,
  "symbols": ["C", "C", "C", "C", "O", "O", "H", "H", "H", "H", "H", "H"],
  "coordinates": [[-0.7058, -0.1822, -0.1726], [0.7077, -0.1731, 0.1721], [-1.4928, 0.8775, -0.3502], [1.4795, 0.9042, 0.3505], [-1.2636, -1.4454, -0.2735], [1.2880, -1.4235, 0.2734], [-0.8975, -1.9572, 0.4714], [0.9288, -1.9426, -0.4712], [-2.5437, 0.7432, -0.5909], [-1.1423, 1.8977, -0.2431], [2.5309, 0.7854, 0.5907], [1.1108, 1.9161, 0.2433]],
  "forces_ev_per_a": [[-1.40, 0.32, 0.12], [1.56, 0.68, -0.07], [-0.06, 0.05, -0.07], [-0.14, -0.23, 0.02], [0.33, -0.14, 0.32], [-0.36, -0.22, -0.36], [-0.26, 0.05, -0.41], [0.28, 0.07, 0.45], [0.21, -0.08, 0.11], [0.15, -0.23, -0.17], [-0.16, -0.08, -0.10], [-0.16, -0.18, 0.17]]
}

# 4
{
  "formula": "C39H78O39",
  "method": "wB97M-V/def2-TZVPD",
  "lumo_ev": 0.26,
  "energy_ev": -121559.13887,
  "gap_ev": 10.8,
  "e_above_lowest_kcal_mol": 39.9,
  "symbols": ["C", "O", "C", "O", "O", "C", "H", "H", "H", "H", "H", "H", "C", "O", "C", "O", "O", "C", "H", "H", "H", "H", "H", "H", "C", "O", "C", "O", "O", "C", "H", "H", "H", "H", "H", "H", "C", "O", "C", "O", "O", "C", "H", "H", "H", "H", "H", "H", "C", "O", "C", "O", "O", "C", "H", "H", "H", "H", "H", "H", "C", "O", "C", "O", "O", "C", "H", "H", "H", "H", "H", "H", "C", "O", "C", "O", "O", "C", "H", "H", "H", "H", "H", "H", "C", "O", "C", "O", "O", "C", "H", "H", "H", "H", "H", "H", "C", "O", "C", "O", "O", "C", "H", "H", "H", "H", "H", "H", "C", "O", "C", "O", "O", "C", "H", "H", "H", "H", "H", "H", "C", "O", "C", "O", "O", "C", "H", "H", "H", "H", "H", "H", "C", "O", "C", "O", "O", "C", "H", "H", "H", "H", "H", "H", "C", "O", "C", "O", "O", "C", "H", "H", "H", "H", "H", "H"],
  "coordinates": [[-1.0781, -2.9338, -0.3514], [-1.7869, -3.7600, 0.5977], [-1.2017, -4.9045, 0.8886], [-0.0797, -5.2378, 0.6323], [-2.0347, -5.6471, 1.6054], [-1.6785, -6.9646, 1.8942], [-1.3190, -1.8953, -0.1788], [-1.3054, -3.3566, -1.3256], [-0.0174, -3.1786, -0.2586], [-1.2591, -7.4530, 1.0062], [-2.4868, -7.6061, 2.2338], [-0.8652, -7.0138, 2.6253], [7.5257, 0.6141, 2.9013], [6.2456, 0.0517, 3.1161], [5.1858, 0.8254, 2.8859], [5.1596, 2.0204, 2.7292], [4.1459, 0.0271, 2.7429], [2.8380, 0.5614, 2.5531], [7.6789, 1.5476, 3.4442], [7.6653, 0.7624, 1.8300], [8.3119, -0.0444, 3.2648], [2.0706, -0.1705, 2.7920], [2.7271, 0.7783, 1.4899], [2.6595, 1.4585, 3.1429], [-0.6384, 6.4234, 0.4451], [0.6155, 5.8877, 0.9001], [1.3266, 5.1945, 0.0262], [1.1325, 5.0647, -1.1562], [2.2743, 4.5533, 0.6964], [3.0333, 3.5585, -0.0097], [-1.2741, 5.7556, -0.1301], [-0.4660, 7.2978, -0.1856], [-1.0457, 6.7938, 1.3820], [2.3500, 2.9306, -0.5747], [3.5728, 2.9751, 0.7314], [3.7738, 4.0395, -0.6455], [-1.6866, 8.4079, -4.4975], [-1.0673, 7.1418, -4.4541], [-1.4564, 6.2211, -3.5940], [-2.1612, 6.3703, -2.6448], [-0.9219, 5.0769, -4.0268], [-1.1924, 3.9015, -3.3066], [-1.5777, 8.7659, -5.5197], [-1.1344, 9.1226, -3.8817], [-2.7284, 8.4133, -4.1824], [-2.2273, 3.5669, -3.3663], [-0.7961, 3.9498, -2.2875], [-0.5417, 3.1215, -3.7102], [5.4794, -3.2886, 0.7847], [4.0950, -3.1678, 1.1214], [3.7918, -3.4087, 2.3907], [4.5241, -3.9126, 3.1928], [2.5387, -2.9970, 2.5751], [1.9090, -3.3186, 3.7982], [5.5785, -2.9496, -0.2421], [5.8148, -4.3176, 0.9125], [6.0990, -2.6806, 1.4436], [1.9257, -4.3868, 4.0182], [0.8638, -3.0360, 3.7544], [2.3586, -2.7583, 4.6204], [-1.7482, 0.8832, -1.4393], [-0.6311, 0.1197, -1.8744], [0.4532, 0.0494, -1.1171], [0.7124, 0.8135, -0.2148], [1.2318, -0.9384, -1.4900], [2.5080, -1.1384, -0.8799], [-1.8192, 0.9226, -0.3543], [-2.6333, 0.3568, -1.7976], [-1.7757, 1.8619, -1.9153], [3.1720, -0.2771, -0.9130], [2.9552, -1.9270, -1.4800], [2.3335, -1.4928, 0.1352], [-1.6172, -2.0623, -4.1805], [-3.0126, -2.2301, -4.3650], [-3.7119, -2.3737, -3.2447], [-3.3053, -2.1887, -2.1237], [-4.9572, -2.7366, -3.5524], [-5.8867, -2.7229, -2.4884], [-1.1453, -2.6004, -3.3568], [-1.3771, -1.0179, -3.9849], [-1.0214, -2.3981, -5.0273], [-6.8601, -3.0769, -2.8202], [-6.0308, -1.7314, -2.0598], [-5.6108, -3.4080, -1.6848], [-0.8684, 2.9393, 1.6895], [-1.2198, 3.6284, 2.8832], [-0.3860, 3.6328, 3.9406], [0.6092, 2.9823, 3.9848], [-0.7783, 4.4848, 4.8487], [-1.9038, 5.3390, 4.7295], [-0.7233, 1.8743, 1.8937], [0.1619, 3.1996, 1.4365], [-1.5927, 3.1019, 0.9023], [-1.6180, 6.2505, 4.1938], [-2.2182, 5.6927, 5.7054], [-2.6888, 4.9211, 4.1067], [3.4997, -8.5068, -4.0222], [3.3825, -7.8580, -2.7716], [3.3146, -6.5409, -2.7366], [3.6871, -5.7782, -3.6037], [2.7167, -6.1909, -1.6047], [2.5759, -4.8122, -1.3232], [3.5701, -9.5796, -3.8457], [4.4405, -8.3112, -4.5405], [2.6401, -8.2851, -4.6506], [2.3485, -4.2094, -2.2038], [3.5092, -4.4193, -0.9095], [1.8162, -4.6008, -0.5749], [-4.3964, -0.8064, 0.5065], [-4.2298, 0.4585, 1.0823], [-4.1799, 0.5743, 2.4126], [-4.2798, -0.3508, 3.1810], [-4.0012, 1.8411, 2.7176], [-3.8795, 2.2025, 4.0861], [-4.2157, -0.7012, -0.5636], [-5.4028, -1.2300, 0.5335], [-3.6656, -1.5615, 0.8016], [-2.9076, 1.9059, 4.4770], [-4.7327, 1.8103, 4.6391], [-3.9598, 3.2861, 4.0995], [6.2034, 1.3015, -3.7564], [6.4441, -0.0355, -4.1693], [5.9780, -0.9938, -3.3542], [5.5213, -0.8242, -2.2608], [6.1878, -2.1465, -3.9603], [5.8541, -3.3319, -3.2350], [5.1128, 1.3958, -3.7402], [6.7018, 1.9725, -4.4479], [6.5418, 1.5475, -2.7467], [6.6985, -3.7186, -2.6648], [5.6225, -4.1004, -3.9675], [4.9841, -3.2045, -2.5967], [-9.4940, 2.0369, -2.2907], [-8.6931, 3.2004, -2.1071], [-7.3651, 3.1561, -2.1267], [-6.6645, 4.0808, -1.8550], [-6.9207, 1.9817, -2.6256], [-5.5471, 1.6802, -2.3235], [-9.1937, 1.4457, -3.1553], [-10.5295, 2.3466, -2.3658], [-9.3250, 1.3957, -1.4223], [-4.9240, 2.3698, -2.8879], [-5.3631, 0.6756, -2.7053], [-5.4543, 1.6431, -1.2399], [-0.1933, 0.9934, 6.3514], [-0.2997, -0.4286, 6.4533], [-0.5079, -1.1588, 5.3520], [-0.8045, -2.3124, 5.3927], [-0.3210, -0.4426, 4.2380], [-0.8330, -1.0074, 3.0294], [0.8683, 1.2144, 6.2289], [-0.4086, 1.3483, 7.3596], [-0.8260, 1.4443, 5.5971], [-1.8776, -1.3108, 3.1201], [-0.2833, -1.8750, 2.6730], [-0.7785, -0.2015, 2.2986]],
  "forces_ev_per_a": [[1.02, -1.75, 0.04], [-0.45, 0.72, -0.08], [0.16, -0.60, 0.92], [0.65, -0.05, -0.61], [-1.68, 0.65, 0.13], [1.86, -1.46, -0.33], [-0.22, -0.03, -0.17], [-0.47, 0.75, -0.20], [0.07, 0.67, 0.40], [-0.12, 0.16, -0.03], [-0.50, 0.76, 0.07], [-0.20, 0.20, 0.12], [0.59, 0.68, -0.10], [0.13, -0.46, 0.42], [-0.44, 0.53, -0.90], [0.42, -0.04, 0.25], [-0.38, -1.31, 0.72], [-0.18, 0.75, -0.64], [-0.36, 0.14, -0.18], [0.08, 0.18, 0.04], [-0.45, -0.48, 0.00], [0.44, -0.36, 0.27], [-0.10, 0.25, 0.06], [0.15, 0.04, -0.01], [0.53, 1.16, 0.13], [-0.34, -0.07, -0.19], [0.30, -1.06, -0.23], [-0.42, 0.39, -0.19], [0.41, -0.05, 0.63], [0.02, 0.24, -0.05], [0.13, -0.40, 0.32], [0.12, -0.09, -0.09], [-0.58, -0.24, -0.18], [0.10, -0.06, -0.15], [-0.19, 0.10, 0.22], [-0.15, 0.03, -0.24], [0.21, 0.93, 0.27], [0.33, 0.08, -0.74], [0.22, -0.42, -0.45], [-0.54, 0.08, 0.75], [0.07, 0.03, -0.31], [0.99, -0.94, 0.73], [-0.21, -0.20, -0.05], [-0.06, -0.16, 0.20], [0.02, -0.30, -0.03], [-0.09, 0.33, 0.09], [-0.60, 0.47, 0.16], [-0.23, 0.13, -0.56], [0.27, -0.19, 0.32], [0.18, 0.44, -0.54], [-0.08, -0.02, 0.14], [-0.04, -0.08, 0.36], [-0.29, 0.01, -0.56], [-0.14, -0.14, 1.00], [-0.05, -0.02, -0.01], [-0.09, -0.07, -0.18], [-0.15, 0.18, 0.00], [0.33, 0.02, -0.10], [0.06, 0.09, -0.32], [0.13, -0.15, -0.02], [-0.63, -0.09, -0.03], [-0.02, -0.80, -0.62], [0.69, 1.08, 1.03], [-0.22, 0.04, 0.21], [-0.59, -0.30, -1.36], [-0.04, -0.42, 0.35], [0.22, 0.26, 0.00], [0.13, -0.20, -0.04], [0.37, 0.10, 0.34], [-0.30, 0.21, 0.02], [0.06, 0.00, 0.13], [0.31, 0.11, 0.06], [1.69, 0.61, 0.36], [0.00, -0.72, -0.02], [-0.22, 0.09, 0.22], [-0.08, 0.06, -0.18], [0.01, 0.14, -0.57], [-0.61, -0.37, 1.06], [-0.81, -0.21, 0.29], [-0.16, 0.06, -0.14], [-0.78, 0.07, -0.54], [0.20, 0.09, -0.62], [0.24, 0.12, -0.12], [0.37, 0.12, -0.03], [1.82, -1.04, 0.74], [-1.21, 0.61, -0.04], [-0.36, 0.01, -2.39], [0.67, -0.45, 0.59], [0.08, 0.26, 1.82], [-0.02, 1.01, -1.22], [-0.60, -0.05, 0.01], [-0.23, 0.47, -0.44], [-0.13, 0.31, 0.20], [0.29, -0.08, -0.03], [-0.03, -0.62, 0.21], [-0.14, -0.28, 0.45], [0.66, -0.52, -0.61], [-0.07, -0.71, 0.53], [-0.18, 1.09, -0.72], [-0.06, -0.45, 0.35], [-0.33, -0.40, 0.38], [0.70, 1.41, 0.02], [-0.47, 0.08, 0.41], [-0.14, 0.68, 0.03], [0.07, 0.07, -0.08], [-0.04, -0.33, -0.24], [0.02, -0.16, -0.10], [-0.14, -0.81, -0.01], [0.12, -1.25, -1.41], [0.03, 1.00, -0.01], [-0.15, -1.25, 0.35], [0.06, 0.32, -0.03], [0.18, 0.61, -0.68], [-0.48, 0.22, 0.10], [0.11, 0.40, 0.11], [-0.07, 0.26, 0.77], [-0.11, 0.17, 0.58], [-0.16, -0.21, 0.14], [0.32, -0.27, 0.20], [0.11, -0.06, -0.07], [-0.89, 0.16, 0.57], [0.37, -0.31, 0.08], [0.94, 0.40, -0.50], [-0.51, 0.12, 0.58], [-0.03, -0.50, -0.08], [-0.17, -0.70, -0.22], [0.17, 0.63, -0.19], [-0.20, -0.18, -0.25], [0.22, -0.46, -0.04], [0.12, 0.42, 0.17], [-0.12, 0.17, -0.14], [0.05, 0.20, 0.01], [0.71, -0.82, 0.32], [-0.31, 0.74, -0.01], [0.02, -0.44, -1.11], [0.07, 0.21, 0.51], [-0.18, -0.50, 0.45], [-0.56, -0.29, -0.49], [-0.07, 0.30, -0.18], [0.05, 0.16, 0.06], [-0.39, -0.04, 0.02], [0.32, 0.17, 0.59], [-0.17, 0.00, -0.09], [0.57, 0.45, -0.04], [1.12, -0.02, 1.08], [-0.55, -0.45, -0.36], [0.18, 0.54, 0.38], [-0.15, -0.58, -0.06], [-0.15, 0.11, -0.30], [-0.48, 0.04, -0.44], [-0.19, 0.32, -0.63], [-0.44, 0.07, -0.16], [0.06, -0.12, -0.02], [0.03, 0.07, 0.32], [0.29, 0.09, 0.12], [0.18, -0.09, -0.04]]
}